84
Properties=species:S:1:pos:R:3:forces:R:3 method="wB97M-V/def2-TZVPD" e_tot_ev=-92079.2952 gap_ev="4.1 / 6.4" largest_force_ha_per_bohr=0.0502 total_charge=-1 relative_energy_kcal_mol=0.00 lumo_energy_ev="2.3 / 2.3" multiplicity=3 s2=2.053 mol_weight_g_mol=606.528
O -1.999632 -3.188458 -0.675071 -0.080 0.093 0.817
C -3.020549 -3.126949 0.367100 0.144 0.297 -0.321
C -2.980622 -4.639900 0.570719 0.361 0.173 -0.663
H -3.952757 -2.764813 -0.078031 0.526 0.050 0.711
H -2.694557 -2.514242 1.215744 0.023 -0.133 -0.073
C -1.758893 -4.593514 -0.415731 -0.620 0.046 0.342
H -3.852094 -5.136518 0.137484 0.121 -0.127 0.263
H -2.771847 -4.956844 1.586004 -0.009 -0.310 0.030
C -1.911761 -5.336113 -1.722542 0.027 -0.164 0.005
H -2.859043 -5.073079 -2.205250 0.225 -0.024 0.091
H -1.880573 -6.411386 -1.552005 -0.022 -0.159 -0.031
H -1.085799 -5.074196 -2.389381 -0.073 0.039 -0.015
C -0.437458 -4.871910 0.277636 0.160 -0.089 -0.039
H -0.488130 -4.596023 1.337883 0.125 0.048 -0.228
H 0.392139 -4.331400 -0.193336 -0.352 -0.121 0.201
H -0.226486 -5.945954 0.212293 -0.006 0.068 0.122
Ni 1.240253 0.385243 0.653182 0.699 0.127 0.897
C 1.870482 -0.248013 2.880571 -0.700 0.505 0.076
C 0.821137 0.691309 2.578742 -0.887 -0.740 1.067
C -0.246435 -0.041433 1.906430 0.161 -0.075 1.339
H 0.712418 1.692945 2.985136 0.191 -0.216 -0.275
C 0.179877 -1.411548 1.834341 0.096 -0.001 0.853
C 1.444815 -1.535124 2.474478 -0.965 0.154 -0.306
H 1.957526 -2.469812 2.687125 0.058 0.227 -0.407
H 2.793603 0.005278 3.405695 -0.307 -0.118 -0.312
H -1.221213 0.364282 1.646470 0.218 -0.206 0.058
H -0.421730 -2.225589 1.430340 0.358 0.302 -0.061
C 2.586242 -0.251076 -0.647217 0.190 -1.159 -1.918
C 2.717648 -1.687704 -0.638622 -0.676 0.796 -0.662
C 1.526638 -2.246468 -1.150483 0.350 0.015 -0.106
H 3.619547 -2.231939 -0.365973 -0.272 0.109 0.120
C 0.608115 -1.222494 -1.457027 1.213 0.649 -0.405
C 1.265824 0.051522 -1.258680 0.683 -1.368 -1.028
H 1.024830 0.969588 -1.797711 -0.069 -0.298 0.333
H 3.440420 0.425583 -0.561013 -0.329 -0.443 -0.068
H 1.381412 -3.301826 -1.381847 -0.029 0.343 0.346
H -0.398995 -1.366736 -1.834332 0.168 0.039 0.103
O -4.682073 -2.718410 -1.742669 -2.161 -0.348 -1.366
C -5.444383 -3.919191 -2.043653 0.658 -0.118 0.339
C -6.871824 -3.558008 -2.469196 0.317 0.203 0.031
H -5.475914 -4.574807 -1.156765 0.176 0.341 -0.144
H -4.898553 -4.468785 -2.823408 -0.178 0.171 0.115
C -6.949591 -2.022043 -2.335707 0.143 -0.103 0.141
H -7.602002 -4.050367 -1.817383 0.114 0.075 -0.251
H -7.021575 -3.892776 -3.495812 -0.233 0.097 0.059
C -5.547902 -1.571853 -1.896082 0.705 0.177 0.023
H -7.674152 -1.743706 -1.569203 -0.080 0.036 -0.189
H -7.223358 -1.545802 -3.283023 -0.043 -0.089 0.249
H -5.545209 -1.037880 -0.932632 -0.144 -0.108 -0.242
H -5.099813 -0.899307 -2.643163 -0.029 -0.203 0.212
C 5.988292 2.532340 3.098450 -0.146 0.036 -0.020
C 4.733471 2.702614 3.696638 -0.255 -0.075 -0.296
C 3.576158 2.732278 2.905273 0.698 -0.016 0.179
C 3.661090 2.611709 1.506818 -0.006 0.423 -0.266
C 4.928334 2.497142 0.914108 0.383 0.002 0.691
C 6.081006 2.436222 1.705425 -0.111 -0.031 0.082
Si 2.098300 2.503856 0.455512 -0.257 0.018 0.371
C 0.866586 3.677209 1.263918 0.219 0.537 -0.446
C -0.509035 3.437408 1.108520 -0.043 0.538 0.410
C -1.440116 4.263155 1.741461 0.172 0.060 -0.068
C -1.004821 5.353918 2.500686 0.167 0.004 0.018
C 0.361694 5.630714 2.609109 0.183 -0.182 -0.110
C 1.302204 4.799923 1.979978 -0.917 0.217 0.236
C 2.469896 3.202995 -1.257662 0.251 0.320 0.243
C 1.712957 4.294125 -1.721671 0.251 -0.087 -0.594
C 1.912130 4.803546 -3.009300 -0.028 -0.173 0.129
C 2.871643 4.235390 -3.851429 -0.019 -0.068 0.082
C 3.640831 3.160532 -3.397028 -0.111 -0.001 0.223
C 3.450501 2.654701 -2.106201 -0.069 0.348 -0.526
H 6.886319 2.492010 3.720649 -0.254 -0.002 -0.227
H 4.638844 2.802386 4.782220 0.119 -0.030 -0.336
H 2.605385 2.885139 3.385467 0.333 -0.158 -0.160
H 5.032468 2.487563 -0.169990 -0.012 -0.069 0.327
H 7.057846 2.306261 1.231263 -0.262 0.104 0.156
H -0.861946 2.609874 0.488416 0.225 0.082 0.256
H -2.505154 4.052132 1.641939 0.195 0.105 0.029
H -1.729242 5.997598 3.003023 0.165 -0.175 -0.123
H 0.716282 6.487428 3.186546 -0.216 -0.156 -0.136
H 2.369091 5.032342 2.049802 -0.369 -0.133 0.017
H 0.962013 4.749044 -1.072230 0.212 -0.133 -0.199
H 1.300561 5.638643 -3.356179 0.198 -0.164 0.050
H 3.017686 4.625631 -4.859972 -0.039 -0.092 0.246
H 4.385773 2.697040 -4.048493 -0.189 0.198 0.155
H 4.084950 1.825375 -1.779489 -0.412 0.294 -0.230